1.
ORCA calculation (ωB97M-V/def2-TZVPD) on a structure of composition C17H33Br3O8S4.

Last column: natural (NBO) charge in e.
Geometry (Å):
C (0.13, 0.17, -0.24)  -0.449
Br (1.17, -1.14, -1.26)  0.080
Br (0.41, 1.97, -0.83)  0.148
Br (0.48, 0.02, 1.71)  0.159
H (-0.91, -0.12, -0.39)  0.239
C (1.31, 2.38, 2.27)  -0.414
C (2.77, 2.75, 2.41)  -0.411
C (2.94, 3.97, 1.47)  -0.653
S (1.51, 5.09, 1.80)  2.110
O (1.18, 5.86, 0.62)  -0.929
O (1.68, 5.68, 3.14)  -0.929
C (0.42, 3.58, 1.91)  -0.650
H (0.99, 1.81, 3.14)  0.207
H (1.18, 1.69, 1.44)  0.200
H (3.48, 1.98, 2.12)  0.216
H (3.06, 3.02, 3.42)  0.215
H (2.76, 3.51, 0.50)  0.250
H (3.92, 4.44, 1.53)  0.246
H (0.03, 3.50, 0.89)  0.231
H (-0.42, 3.84, 2.56)  0.247
C (-0.17, 1.83, -3.50)  -0.440
C (-0.51, 3.18, -4.04)  -0.411
C (0.34, 4.19, -3.20)  -0.637
S (1.99, 3.40, -3.16)  2.094
O (2.55, 3.54, -1.82)  -0.946
O (2.79, 3.89, -4.30)  -0.933
C (1.38, 1.69, -3.55)  -0.665
H (-0.59, 0.95, -3.99)  0.227
H (-0.58, 1.85, -2.49)  0.212
H (-1.58, 3.40, -4.01)  0.230
H (-0.16, 3.17, -5.07)  0.215
H (0.03, 4.07, -2.16)  0.220
H (0.47, 5.26, -3.39)  0.272
H (2.02, 0.97, -3.03)  0.265
H (1.77, 1.47, -4.54)  0.253
C (1.60, -2.70, 1.12)  -0.438
C (2.07, -4.16, 1.24)  -0.415
C (1.42, -4.71, 2.53)  -0.593
S (-0.40, -3.99, 2.56)  2.054
O (-0.74, -3.40, 3.86)  -0.916
O (-1.30, -4.94, 1.89)  -0.974
C (0.04, -2.65, 1.33)  -0.662
H (1.97, -2.36, 0.15)  0.227
H (2.16, -2.08, 1.81)  0.211
H (3.15, -4.11, 1.29)  0.223
H (1.82, -4.75, 0.37)  0.204
H (1.93, -4.20, 3.35)  0.221
H (1.51, -5.77, 2.80)  0.239
H (-0.36, -1.72, 1.72)  0.279
H (-0.54, -2.90, 0.43)  0.249
C (-3.83, -4.05, -0.44)  -0.419
C (-4.61, -2.77, -0.87)  -0.410
C (-3.67, -1.58, -0.81)  -0.629
S (-2.68, -1.89, 0.70)  2.107
O (-3.41, -1.40, 1.88)  -0.902
O (-1.26, -1.54, 0.47)  -1.012
C (-2.75, -3.74, 0.58)  -0.656
H (-3.38, -4.60, -1.27)  0.215
H (-4.59, -4.72, -0.04)  0.229
H (-5.45, -2.68, -0.17)  0.223
H (-5.07, -2.84, -1.85)  0.231
H (-3.95, -0.53, -0.81)  0.259
H (-2.91, -1.79, -1.57)  0.222
H (-2.83, -4.24, 1.55)  0.314
H (-1.75, -4.02, 0.24)  0.251

Summary:
E_HOMO = -8.5 eV
total charge = 0
frontier orbital gap = 7.86 eV



2.
ORCA calculation (ωB97M-V/def2-TZVPD) on a structure of composition C17H33GaN2O3P.

Last column: natural (NBO) charge in e.
Geometry (Å):
C (-0.14, -2.10, -1.38)  -0.617
C (-1.21, -1.23, -2.11)  -0.403
C (-2.60, -1.38, -1.36)  -0.398
C (-2.87, -0.17, -0.40)  -0.403
C (-2.35, -0.38, 1.05)  -0.405
C (-2.77, 0.91, 1.88)  -0.393
C (-1.58, 1.90, 2.05)  -0.903
Ga (-1.12, 3.01, 0.39)  1.013
O (-0.11, 1.92, -0.81)  -0.933
C (0.52, 2.68, -1.82)  -0.045
C (1.76, 1.87, -2.31)  -0.627
P (-2.97, 3.95, -0.72)  0.703
O (-2.33, 4.86, -2.05)  -0.991
O (-3.99, 2.75, -1.41)  -1.009
H (-0.61, -3.08, -1.16)  0.188
H (0.74, -2.24, -2.05)  0.196
H (0.12, -1.62, -0.42)  0.211
H (-1.29, -1.60, -3.15)  0.177
H (-0.96, -0.15, -2.11)  0.236
H (-2.65, -2.37, -0.88)  0.187
H (-3.37, -1.33, -2.17)  0.191
H (-3.97, -0.04, -0.32)  0.197
H (-2.39, 0.72, -0.85)  0.237
H (-2.83, -1.24, 1.57)  0.184
H (-1.25, -0.51, 1.13)  0.194
H (-3.25, 0.60, 2.83)  0.172
H (-3.56, 1.43, 1.29)  0.190
H (-0.67, 1.39, 2.42)  0.197
H (-1.86, 2.63, 2.85)  0.203
H (-0.23, 4.27, 0.90)  -0.340
H (0.81, 3.71, -1.50)  0.162
H (-0.17, 2.75, -2.70)  0.114
H (2.19, 2.28, -3.25)  0.181
H (1.48, 0.82, -2.54)  0.198
H (2.54, 1.85, -1.51)  0.202
H (-2.02, 4.26, -2.73)  0.462
H (-4.18, 3.02, -2.32)  0.473
N (0.07, -5.06, 1.54)  -0.506
C (-0.42, -6.25, 2.01)  -0.089
C (-1.47, -5.97, 2.84)  -0.314
C (-1.62, -4.56, 2.87)  -0.300
C (-0.66, -4.03, 2.06)  -0.068
H (0.85, -4.96, 0.91)  0.412
H (0.02, -7.19, 1.71)  0.202
H (-2.07, -6.70, 3.37)  0.214
H (-2.36, -4.00, 3.42)  0.222
H (-0.43, -3.01, 1.80)  0.227
N (6.56, 1.23, -0.26)  -0.512
C (6.71, 2.37, 0.49)  -0.094
C (5.48, 2.69, 1.02)  -0.290
C (4.56, 1.71, 0.57)  -0.302
C (5.25, 0.82, -0.22)  -0.079
H (7.29, 0.77, -0.76)  0.403
H (7.67, 2.85, 0.59)  0.201
H (5.27, 3.53, 1.65)  0.220
H (3.51, 1.66, 0.79)  0.241
H (4.93, -0.06, -0.74)  0.210

Summary:
E_HOMO = -3.4 eV
total charge = -1
frontier orbital gap = 6.00 eV